Entry 1:
Molecular formula: C29H44BrCrN3P2
Method: DFT, ωB97M-V/def2-TZVPD

## Properties
Calculated total energy ... -5596.18703 hartree
Gap between HOMO and LUMO (spin up / spin down) ... 6.83 / 7.11 eV
Relative energy (zero: lowest compared OMol25 entry of this formula, charge and spin) ... 0.0 kJ/mol
⟨S²⟩ ... 6.248

```
! wB97M-V def2-TZVPD RIJCOSX def2/J DEFGRID3
* xyz 2 5
Br -5.43 0.48 0.80
Cr -1.05 -0.82 1.13
P -1.58 -1.54 -1.33
P 1.11 -0.41 -0.02
N -0.15 -0.88 3.03
N -0.25 -0.88 5.22
N 3.88 5.23 -2.87
C 3.52 0.54 1.17
C -0.18 -2.20 4.83
C -0.52 -2.50 -2.45
C -3.48 2.72 0.94
C -0.09 -0.10 4.13
C 1.81 4.07 -1.43
C 2.93 4.52 -3.50
C 2.00 0.68 1.12
C -2.65 0.55 1.59
C -0.72 -0.36 6.50
C -0.06 -2.21 3.47
C -3.68 1.34 1.09
C 1.90 3.87 -2.82
C 3.84 5.33 -1.53
C -3.16 -1.04 -3.62
C -2.17 3.26 0.92
C -1.32 1.18 1.64
C -2.62 -0.42 -2.32
C 1.82 -2.12 0.14
C -2.49 -2.66 -0.20
C 3.21 -2.38 -0.46
C 0.07 2.84 0.13
C 2.84 4.75 -0.76
C 1.52 0.13 -1.74
C -3.87 -3.08 -0.72
C -1.08 -3.83 -2.98
C 2.95 0.58 -2.11
C 0.79 3.47 -0.67
C -1.09 2.40 0.86
H 0.10 -0.31 7.23
H 0.42 -2.72 -1.90
H 3.82 -0.41 1.62
H -1.37 -4.51 -2.16
H 3.01 4.49 -4.59
H -0.24 -1.86 -3.31
H 3.98 -1.73 -0.03
H -2.62 -2.13 0.79
H -3.78 -0.31 -4.16
H 4.64 5.93 -1.09
H -3.43 -0.01 -1.68
H -0.25 -3.01 5.53
H -1.97 0.44 -2.54
H -2.33 -1.29 -4.31
H -1.98 4.34 0.90
H -3.81 -3.69 -1.64
H 1.17 3.29 -3.41
H -3.78 -1.93 -3.45
H 2.87 4.87 0.32
H 0.05 -3.03 2.78
H 1.82 -2.31 1.23
H -1.55 -0.98 6.87
H -4.37 -3.71 0.04
H -0.86 1.31 2.69
H 3.74 -0.08 -1.73
H -1.10 0.66 6.39
H 1.08 -2.83 -0.27
H 3.15 1.62 -1.81
H -4.53 -2.21 -0.88
H -1.92 -3.70 -3.68
H 3.53 -3.41 -0.25
H 3.08 0.58 -3.21
H -0.10 0.99 4.25
H 1.54 0.51 2.11
H -2.99 -0.43 1.99
H 1.69 1.70 0.85
H 3.24 -2.29 -1.56
H 4.00 0.67 0.19
H 1.25 -0.71 -2.40
H -1.88 -3.55 0.00
H -0.28 -4.35 -3.54
H -4.35 3.33 0.80
H 0.81 0.96 -1.93
H 3.97 1.31 1.82
*
```

Entry 2:
Molecular formula: C29H44BrN3P2V
Method: DFT, ωB97M-V/def2-TZVPD

## Properties
Calculated total energy ... -5495.66234 hartree
Gap between HOMO and LUMO (spin up / spin down) ... 7.43 / 4.38 eV
Relative energy (zero: lowest compared OMol25 entry of this formula, charge and spin) ... 459.0 kJ/mol
⟨S²⟩ ... 3.781

```
! wB97M-V def2-TZVPD RIJCOSX def2/J DEFGRID3
* xyz 2 4
Br -2.34 -1.47 3.37
V 0.16 2.06 -0.49
P -2.08 -3.00 -1.71
P 2.44 -0.54 1.19
N -0.53 6.75 -4.16
N 0.57 2.37 3.36
N 0.40 2.78 1.18
C 0.16 -4.50 -1.15
C -3.26 0.48 1.48
C -0.66 3.33 -1.62
C -4.53 -3.93 -0.57
C -0.94 0.35 -0.07
C 2.93 -1.40 -0.38
C -0.54 4.50 -2.46
C -0.27 6.88 -2.86
C 0.98 1.72 4.60
C 2.14 -1.92 2.40
C 3.25 -0.42 -1.51
C -0.62 3.09 3.17
C -2.60 -1.42 -2.44
C -0.78 5.52 -4.64
C -3.17 -3.27 -0.26
C 1.19 2.23 2.18
C -0.23 5.78 -1.97
C -2.29 -0.52 1.80
C -3.00 -1.69 -3.91
C -3.09 1.38 0.44
C 4.12 0.00 1.78
C -0.38 -3.06 -1.06
C -1.09 -0.51 1.02
C 2.63 -3.32 2.03
C -1.50 2.38 -1.25
C 5.23 -1.05 1.84
C -0.74 4.37 -3.83
C -0.71 3.37 1.85
C -1.90 1.37 -0.34
H -5.15 -3.31 -1.23
H 2.20 1.81 2.03
H -2.16 -2.08 -4.50
H 2.07 -2.02 -0.67
H 0.74 0.64 4.54
H 5.42 -1.51 0.86
H 1.25 -4.53 -1.06
H 3.96 0.43 2.78
H 2.37 0.19 -1.78
H -1.45 3.97 1.31
H -1.28 3.33 4.00
H -3.30 -2.32 0.26
H 4.42 0.82 1.11
H -2.62 -3.94 0.42
H 3.72 -3.39 1.91
H -0.11 -4.94 -2.11
H 1.05 -1.95 2.57
H 5.05 -1.83 2.58
H 0.44 2.17 5.43
H -0.36 -2.67 -0.04
H -3.77 2.25 0.29
H 3.77 -2.09 -0.20
H -0.02 0.32 -0.76
H -3.34 -0.78 -4.40
H -1.02 5.44 -5.70
H 4.08 0.25 -1.25
H -4.40 -4.91 -1.04
H -0.25 -5.15 -0.36
H -5.09 -4.08 0.36
H -0.84 3.39 -4.28
H -3.44 -1.04 -1.85
H 0.09 5.94 -0.94
H -4.16 0.50 2.08
H 2.35 -4.02 2.83
H 2.59 -1.60 3.35
H 2.15 -3.69 1.12
H 3.53 -0.97 -2.41
H -0.10 7.89 -2.51
H 0.24 -2.38 -1.66
H -1.82 -0.66 -2.37
H 2.05 1.86 4.74
H 6.17 -0.55 2.13
H -0.18 -1.04 1.39
H -3.80 -2.44 -3.95
*
```

Entry 3:
Molecular formula: C29H44Cl2N4O9PdSSi
Method: DFT, ωB97M-V/def2-TZVPD

## Properties
Calculated total energy ... -3763.72396 hartree
Gap between HOMO and LUMO ... 3.50 eV
Relative energy (zero: lowest compared OMol25 entry of this formula, charge and spin) ... 199.1 kJ/mol

```
! wB97M-V def2-TZVPD RIJCOSX def2/J DEFGRID3
* xyz -2 1
Pd 1.12 -1.28 1.15
Cl 3.20 -1.87 6.19
Cl 7.85 -1.93 3.47
S 1.86 3.80 -4.26
Si -2.09 -1.21 0.37
O 2.75 4.81 -4.77
O 1.96 -1.76 3.46
O -3.12 -0.21 -0.53
O -2.06 -0.43 1.84
O 2.15 5.23 -0.18
O 2.35 2.46 -4.03
O -3.08 -2.53 0.67
O -0.75 -1.52 -0.37
O 3.63 4.48 1.19
N 3.24 -2.07 1.06
N 2.54 0.79 -0.22
N 1.61 2.63 -1.07
N 2.76 4.31 0.36
C 3.08 1.84 0.40
C -5.18 -1.04 -1.41
C 3.97 -1.96 2.20
C -3.65 -4.78 1.08
C 6.03 -1.98 0.93
C 5.39 -1.92 4.62
C -1.50 0.83 2.21
C 1.67 1.27 -1.10
C -3.02 -1.57 -2.56
C 5.27 -2.06 -0.20
C 0.48 3.68 -5.40
C 4.00 -1.91 4.63
C -2.93 -3.56 1.64
C -2.63 1.85 2.24
C 3.87 -2.14 -0.09
C -3.78 -0.53 -1.74
C 5.40 -1.95 2.19
C 0.61 3.42 -1.76
C 0.81 0.40 -1.93
C -0.89 0.65 3.59
C 3.20 -1.87 3.46
C -3.87 0.78 -2.53
C -3.60 -3.12 2.94
C 1.12 4.45 -2.77
C 6.08 -1.93 3.43
C -0.56 2.65 -4.97
C 2.53 3.01 -0.09
C -0.42 1.27 1.22
C -1.46 -3.90 1.90
H 0.05 2.20 1.56
H -5.73 -1.33 -2.32
H 0.36 0.45 1.12
H -1.66 0.29 4.29
H -3.47 -1.67 -3.56
H -4.43 0.64 -3.46
H -2.24 2.85 2.46
H -3.37 1.59 3.01
H -1.97 -1.29 -2.65
H -0.23 0.72 -1.94
H -0.87 1.42 0.23
H -3.14 -5.12 0.17
H 1.86 5.11 -2.32
H -0.07 1.72 -4.66
H -5.08 -1.91 -0.75
H 0.28 5.06 -3.11
H 5.93 -1.91 5.55
H 3.81 1.74 1.19
H 0.02 3.96 -1.01
H -4.37 1.54 -1.92
H 3.25 -2.25 -0.97
H -3.67 -5.59 1.81
H -3.49 -3.88 3.72
H 1.19 0.36 -2.96
H 5.73 -2.10 -1.18
H -3.14 -2.19 3.29
H -1.16 3.01 -4.13
H -4.67 -2.93 2.77
H -3.05 -2.54 -2.06
H -3.14 1.87 1.27
H -1.24 2.43 -5.79
H -0.05 2.71 -2.25
H -0.47 1.59 3.97
H -0.10 -0.10 3.54
H -4.68 -4.51 0.81
H 0.08 4.69 -5.49
H 0.97 3.41 -6.33
H -2.86 1.13 -2.76
H -0.93 -3.06 2.34
H -5.75 -0.27 -0.88
H -1.38 -4.75 2.57
H 0.80 -0.59 -1.47
H 7.11 -1.93 0.88
H -0.96 -4.13 0.95
*
```

Entry 4:
Molecular formula: C29H44F5ReSSeSi2Te
Method: DFT, ωB97M-V/def2-TZVPD

## Properties
Calculated total energy ... -5355.46444 hartree
Gap between HOMO and LUMO (spin up / spin down) ... 7.24 / 6.98 eV
Relative energy (zero: lowest compared OMol25 entry of this formula, charge and spin) ... 0.0 kJ/mol
⟨S²⟩ ... 0.761

```
! wB97M-V def2-TZVPD RIJCOSX def2/J DEFGRID3
* xyz 1 2
Re 0.13 -0.56 0.43
Te 2.59 -1.24 -0.13
Se -0.82 -1.99 -1.19
S 0.66 -1.11 2.53
Si -3.16 -2.20 -1.52
Si 0.29 1.96 -0.06
F -1.09 1.09 6.78
F -3.51 -0.11 6.58
F -2.15 -2.23 2.63
F 0.80 0.66 4.90
F -4.04 -1.77 4.49
C -1.18 2.50 2.38
C -3.75 -0.81 -2.59
C 3.47 -3.20 -2.07
C -3.19 -3.82 -2.43
C 4.83 -5.61 -1.86
C 2.25 2.27 2.03
C -2.27 1.11 0.64
C 2.68 -3.34 0.29
C 1.15 1.31 -2.73
C 4.85 -4.91 -3.05
C -1.26 1.71 -2.50
C 0.11 2.16 -1.98
C -2.10 3.59 0.36
C 1.82 2.87 0.68
C -1.37 2.35 0.87
C -2.58 -0.33 5.66
C -2.85 -1.18 4.59
C -1.87 -1.40 3.64
C 3.05 2.81 -0.23
C 4.14 -5.11 -0.77
C 2.71 -1.90 -2.17
C -1.34 0.28 5.76
C 0.30 3.64 -2.38
C 3.45 -3.91 -0.87
C -4.08 -2.28 0.09
C -0.63 -0.79 3.71
C 4.18 -3.70 -3.16
C -0.38 0.04 4.80
C 1.47 4.36 0.90
H -2.17 2.58 2.86
H -0.40 4.30 -1.87
H -1.26 1.78 -3.59
H 4.20 -3.14 -4.09
H 3.16 -3.50 1.25
H -4.09 -1.32 0.61
H 5.37 -6.55 -1.77
H -1.85 0.14 1.02
H -5.11 -2.55 -0.14
H 1.65 -3.70 0.34
H -3.19 1.19 1.23
H -1.51 4.49 0.55
H -4.21 -4.06 -2.72
H -1.47 0.68 -2.23
H 1.44 2.19 2.75
H -4.78 -1.01 -2.90
H 0.72 4.50 1.68
H -2.82 -4.63 -1.80
H -2.58 -3.79 -3.33
H 1.11 4.84 -0.01
H -0.67 1.64 2.82
H 5.40 -5.29 -3.90
H -3.15 -0.71 -3.50
H 2.92 3.36 -1.16
H 3.90 3.25 0.29
H 1.31 3.99 -2.19
H 3.34 1.78 -0.48
H 2.37 4.89 1.21
H 3.02 2.91 2.48
H -3.67 -3.03 0.76
H -3.74 0.15 -2.07
H 3.22 -1.15 -2.77
H -2.34 3.55 -0.70
H -2.53 0.96 -0.41
H 4.13 -5.66 0.17
H 0.12 3.74 -3.45
H 2.69 1.28 1.91
H -0.62 3.39 2.65
H 2.18 1.53 -2.43
H -3.05 3.70 0.91
H -2.07 2.34 -2.14
H 1.07 1.51 -3.80
H 1.69 -2.03 -2.53
H 0.96 0.25 -2.58
*
```

Entry 5:
Molecular formula: C29H44GeN2O9Sc
Method: DFT, ωB97M-V/def2-TZVPD

## Properties
Calculated total energy ... -4756.02507 hartree
Gap between HOMO and LUMO (spin up / spin down) ... 7.69 / 6.23 eV
Relative energy (zero: lowest compared OMol25 entry of this formula, charge and spin) ... 0.0 kJ/mol
⟨S²⟩ ... 0.755

```
! wB97M-V def2-TZVPD RIJCOSX def2/J DEFGRID3
* xyz 0 2
Ge -2.20 -0.08 1.77
Sc -0.28 -0.04 -0.83
O 1.82 0.02 -1.72
O 0.95 1.04 0.77
O -2.16 0.65 -0.04
O -0.89 0.45 -2.92
O -0.73 -1.86 -1.50
O 3.07 2.30 -2.27
O -0.66 -0.98 1.10
O 0.08 2.02 -1.75
O -1.08 1.28 2.43
N 1.75 -2.46 -2.19
N 2.93 -1.96 -2.05
C 0.34 -1.47 3.25
C 5.38 2.17 -2.45
C -1.78 -5.62 -2.86
C -2.71 -4.78 -2.24
C 2.88 -0.60 -1.96
C -3.11 2.44 -1.37
C 6.56 1.46 -2.48
C -0.02 2.43 4.21
C 4.14 0.12 -2.12
C -2.36 -3.53 -1.79
C -0.87 -3.23 1.93
C -0.49 -5.17 -3.02
C -2.36 1.62 4.48
C 5.36 -0.59 -2.16
C 1.69 3.39 0.64
C -1.34 2.19 3.49
C -3.40 1.13 -0.64
C -1.04 -3.05 -1.92
C 2.05 1.94 0.89
C 4.16 1.52 -2.27
C 0.03 -1.99 1.86
C 1.32 -2.32 1.12
C -0.37 1.60 -2.85
C 6.56 0.07 -2.33
C -1.86 3.50 2.90
C -4.45 1.41 0.44
C 1.27 -3.49 -2.76
C -3.92 0.06 -1.59
C -0.09 -3.91 -2.54
H -2.02 0.66 4.87
H -0.14 3.14 5.03
H 1.89 -4.03 -3.47
H -3.34 1.47 4.00
H 1.92 -3.03 1.69
H 5.37 3.25 -2.57
H -2.52 3.10 -0.75
H -2.07 -6.59 -3.23
H -4.07 2.13 1.17
H 0.96 3.74 1.37
H -1.12 -3.56 0.92
H -0.57 -1.23 3.81
H 0.89 -2.23 3.82
H 1.28 3.52 -0.36
H 0.73 2.83 3.52
H -5.33 1.85 -0.03
H 0.96 -0.57 3.19
H -1.17 3.86 2.14
H 1.10 -2.76 0.15
H -1.79 -2.99 2.46
H 7.48 -0.49 -2.35
H -0.31 2.23 -3.74
H -4.76 0.51 0.96
H -3.08 -2.88 -1.31
H -4.06 2.93 -1.61
H 0.25 -5.79 -3.51
H -4.82 0.41 -2.10
H 5.33 -1.66 -2.04
H 1.91 -1.40 0.98
H -3.73 -5.12 -2.11
H 0.35 1.49 4.63
H 0.29 1.22 1.50
H 2.59 4.01 0.73
H 2.27 1.77 -2.07
H 2.80 1.60 0.17
H 7.49 1.98 -2.62
H -1.95 4.27 3.68
H -2.50 2.31 5.31
H -2.84 3.36 2.45
H -2.59 2.26 -2.31
H 2.49 1.82 1.89
H -0.36 -4.04 2.46
H -3.17 -0.18 -2.34
H -4.18 -0.84 -1.03
*
```

Entry 6:
Molecular formula: C29H45FFeP2
Method: DFT, ωB97M-V/def2-TZVPD

## Properties
Calculated total energy ... -3177.89073 hartree
Gap between HOMO and LUMO (spin up / spin down) ... 6.11 / 6.13 eV
Relative energy (zero: lowest compared OMol25 entry of this formula, charge and spin) ... 130.0 kJ/mol
⟨S²⟩ ... 8.794

```
! wB97M-V def2-TZVPD RIJCOSX def2/J DEFGRID3
* xyz 1 6
Fe -0.11 -1.92 -1.29
P 0.75 -2.95 -2.85
P 3.71 -1.96 -2.86
F -0.66 -4.57 3.78
C 3.87 -0.15 0.11
C 0.35 -3.20 0.02
C 0.33 1.85 0.17
C 2.55 -3.33 -2.64
C 5.15 1.77 -1.87
C 0.73 -3.21 2.42
C 4.65 0.75 -2.77
C -1.13 -0.21 0.53
C -0.37 0.63 -0.31
C -0.87 -4.76 1.43
C -1.27 -0.08 2.00
C 3.89 2.35 0.32
C 1.05 -2.74 1.14
C -3.04 -1.92 0.19
C -0.64 0.29 -1.68
C -0.24 -4.20 2.53
C 0.13 -4.61 -3.18
C -2.53 -1.14 -2.85
C 3.52 -0.08 -2.50
C -0.18 1.07 -2.85
C 4.07 2.64 -1.14
C 0.67 -2.22 -4.53
C 4.23 -1.92 -4.59
C 2.92 -0.10 -1.08
C 5.24 -2.42 -2.00
C -1.94 -1.05 -0.29
C -1.72 -0.68 -1.69
C 3.85 1.13 0.90
C -0.58 -4.25 0.16
H -1.51 -1.04 2.46
H 0.89 1.28 -2.80
H 2.82 -4.09 -3.40
H 3.11 2.59 -1.70
H -3.43 -0.52 -3.01
H 4.87 -1.06 -4.77
H -0.38 2.60 0.55
H 0.79 -5.13 -3.88
H 0.91 2.35 -0.62
H 5.75 2.45 -2.49
H 4.90 -0.43 -0.19
H 1.22 -2.81 3.31
H -3.38 -2.62 -0.58
H 1.39 -2.70 -5.21
H 2.23 -0.96 -0.96
H -0.88 -4.53 -3.61
H -2.72 -2.51 1.06
H 5.85 1.32 -1.15
H -1.62 -5.55 1.54
H 0.07 -5.19 -2.26
H -2.86 -2.17 -2.69
H -0.36 0.30 2.47
H -2.08 0.63 2.25
H -0.71 2.03 -2.89
H 5.86 -1.53 -1.83
H -1.11 -4.63 -0.71
H -0.38 0.53 -3.78
H 4.80 -2.84 -4.77
H 1.81 -1.97 1.03
H 3.53 -0.95 0.79
H 5.03 -2.90 -1.04
H 2.72 0.14 -3.25
H 5.79 -3.10 -2.66
H 3.76 3.25 0.93
H 1.02 1.62 1.00
H 3.77 1.03 1.99
H 4.41 3.69 -1.21
H 0.85 -1.14 -4.51
H 3.37 -1.89 -5.27
H -1.93 -1.12 -3.77
H 2.27 0.78 -1.01
H -3.89 -1.30 0.50
H -0.34 -2.39 -4.91
H 5.06 0.72 -3.78
H 2.70 -3.77 -1.64
*
```